Density functional theory data (ωB97M-V/def2-TZVPD) for a single CH6N4S molecule in a non-equilibrium geometry.

The geometry in XYZ format:
```
12
Properties=species:S:1:pos:R:3
H -0.64 1.68 0.02
N 0.34 1.27 -0.10
C 0.23 0.06 -0.11
N -0.80 -0.68 -0.05
N -2.19 -0.15 -0.19
N 1.38 -0.83 -0.09
S 2.88 0.01 -0.24
H -0.79 -1.49 -0.50
H -2.29 0.47 0.65
H -2.33 0.61 -0.98
H 1.38 -1.63 0.59
H 2.84 0.68 0.99
```

As for the net charge: 0. Its molecular weight is 106.15 g mol⁻¹. For the LUMO energy, the calculation gives 0.67 eV. Its HOMO energy is -9.084 eV. The value obtained for the energy above the lowest of the compared OMol25 structures with the same formula, charge and spin is 122.1 kJ/mol. The HOMO-LUMO gap comes out at 9.7572 eV.


Density functional theory data (ωB97M-V/def2-TZVPD) for 10 unconnected molecules or ions with the total composition C76H178N10O3 in a non-equilibrium geometry.

The geometry in XYZ format:
```
267
Properties=species:S:1:pos:R:3
C 0.59 -7.91 -7.86
C 1.19 -6.83 -6.96
C 0.53 -5.43 -7.09
N 1.12 -4.36 -6.14
C 0.46 -4.49 -4.77
C 2.65 -4.37 -5.94
C 2.94 -2.88 -5.42
C 1.76 -2.02 -5.75
C 0.95 -2.91 -6.62
H -0.21 -8.52 -7.43
H 1.38 -8.65 -7.94
H 0.25 -7.59 -8.85
H 2.27 -6.95 -7.00
H 1.00 -7.06 -5.91
H -0.55 -5.45 -6.93
H 0.76 -5.03 -8.08
H -0.62 -4.52 -4.89
H 0.76 -3.69 -4.10
H 0.83 -5.43 -4.37
H 3.03 -5.24 -5.40
H 3.04 -4.50 -6.96
H 3.13 -2.91 -4.34
H 3.90 -2.62 -5.87
H 1.11 -1.78 -4.90
H 2.00 -1.14 -6.34
H -0.09 -2.61 -6.66
H 1.37 -2.93 -7.62
C -2.90 -6.60 -3.62
C -3.49 -5.82 -2.43
C -2.43 -4.82 -1.92
N -2.73 -4.03 -0.64
C -4.14 -3.29 -0.68
C -1.58 -2.94 -0.46
C -1.06 -3.11 0.95
C -2.07 -4.05 1.67
C -2.59 -4.98 0.54
H -2.37 -6.00 -4.35
H -3.69 -7.07 -4.20
H -2.10 -7.32 -3.40
H -3.95 -6.46 -1.68
H -4.47 -5.40 -2.69
H -2.22 -4.13 -2.73
H -1.54 -5.43 -1.80
H -4.43 -2.82 0.26
H -4.89 -4.05 -0.94
H -4.02 -2.55 -1.46
H -1.94 -1.92 -0.60
H -0.79 -3.34 -1.10
H -0.83 -2.17 1.45
H -0.12 -3.65 0.82
H -2.84 -3.41 2.09
H -1.68 -4.64 2.50
H -3.50 -5.47 0.86
H -1.73 -5.65 0.42
C -7.40 0.26 -3.58
N -6.63 0.64 -2.33
C -5.25 -0.07 -2.42
C -6.24 2.15 -2.46
C -7.42 0.48 -0.96
C -6.68 0.57 0.33
O -5.95 -0.66 0.36
H -7.51 -0.83 -3.63
H -6.88 0.70 -4.43
H -8.46 0.53 -3.56
H -4.74 0.14 -1.48
H -4.75 0.37 -3.28
H -5.43 -1.14 -2.47
H -5.51 2.54 -1.76
H -7.10 2.79 -2.24
H -5.81 2.27 -3.46
H -7.85 -0.50 -1.14
H -8.24 1.21 -0.93
H -7.36 0.37 1.16
H -6.15 1.52 0.38
H -5.50 -0.71 1.21
C 0.29 1.31 -5.34
N 0.98 2.62 -5.76
C -0.08 3.40 -6.58
C 1.31 3.38 -4.43
C 2.27 2.52 -6.53
C 3.50 2.11 -5.75
O 3.52 0.80 -5.33
H -0.44 1.29 -4.52
H 1.12 0.75 -4.91
H 0.10 0.80 -6.28
H 0.24 4.42 -6.78
H -0.94 3.36 -5.91
H -0.25 2.99 -7.58
H 0.42 3.55 -3.82
H 1.81 4.34 -4.51
H 1.87 2.68 -3.82
H 2.52 3.47 -7.00
H 2.11 1.84 -7.37
H 3.73 2.82 -4.96
H 4.32 2.06 -6.46
H 4.40 0.44 -5.20
C -7.46 2.67 4.59
N -6.19 3.47 4.85
C -5.13 2.81 3.98
C -6.48 4.94 4.38
C -5.83 3.43 6.35
C -4.75 4.54 6.87
O -3.57 4.58 6.04
H -7.33 1.71 5.08
H -7.58 2.62 3.51
H -8.40 3.18 4.83
H -4.85 1.93 4.55
H -4.40 3.61 4.06
H -5.50 2.63 2.97
H -6.74 4.83 3.33
H -5.50 5.43 4.43
H -7.10 5.48 5.10
H -5.32 2.47 6.40
H -6.76 3.56 6.92
H -4.35 4.36 7.87
H -5.15 5.54 7.00
H -2.99 5.18 6.51
C 2.24 3.05 3.87
C 3.77 2.79 3.42
C 4.01 2.50 1.94
C 5.61 2.42 1.66
N 5.93 1.56 0.42
C 7.48 1.62 0.04
C 7.56 1.15 -1.39
C 6.18 1.67 -1.98
C 5.25 2.10 -0.85
C 5.48 0.08 0.70
H 2.39 3.69 4.75
H 1.78 2.09 4.06
H 1.78 3.60 3.05
H 4.00 1.79 3.80
H 4.58 3.40 3.82
H 3.58 3.32 1.36
H 3.47 1.67 1.47
H 6.18 1.87 2.40
H 6.03 3.42 1.56
H 7.97 0.94 0.73
H 7.87 2.64 0.06
H 7.45 0.06 -1.39
H 8.53 1.37 -1.83
H 5.80 0.89 -2.64
H 6.34 2.48 -2.69
H 4.22 1.75 -0.80
H 5.22 3.18 -0.78
H 5.98 -0.28 1.60
H 5.75 -0.67 -0.04
H 4.39 0.11 0.72
C -1.78 8.65 1.17
C -1.70 7.74 -0.11
C -0.38 7.61 -0.90
C -0.11 8.83 -1.82
N 0.93 8.76 -2.90
C 0.71 9.90 -3.97
C 1.20 9.41 -5.35
C 1.34 7.92 -5.14
C 0.79 7.54 -3.81
C 2.27 8.93 -2.10
H -0.99 8.46 1.90
H -2.75 8.41 1.62
H -1.79 9.71 0.91
H -2.42 7.92 -0.91
H -1.87 6.72 0.24
H -0.62 6.79 -1.58
H 0.53 7.23 -0.44
H -0.07 9.78 -1.30
H -1.08 8.96 -2.31
H 1.29 10.77 -3.66
H -0.36 10.11 -4.02
H 2.15 9.83 -5.66
H 0.38 9.61 -6.04
H 2.39 7.65 -5.04
H 0.79 7.29 -5.84
H 1.47 6.82 -3.34
H -0.29 7.36 -3.72
H 3.03 8.99 -2.89
H 2.25 8.27 -1.23
H 2.20 9.95 -1.73
C 2.33 -1.28 -1.35
C 1.86 0.06 -1.09
C 0.37 0.18 -0.77
C 0.05 1.75 -0.61
N -1.09 2.12 0.32
C -0.68 1.93 1.79
C -1.35 2.93 2.66
C -1.71 4.02 1.68
C -1.26 3.66 0.28
C -2.37 1.50 -0.21
H 1.77 -1.79 -2.12
H 2.45 -2.03 -0.56
H 3.27 -1.10 -1.87
H 1.93 0.70 -1.96
H 2.45 0.45 -0.26
H 0.06 -0.28 0.16
H -0.27 -0.23 -1.55
H -0.20 2.12 -1.59
H 0.89 2.36 -0.27
H -0.70 0.91 2.18
H 0.39 2.09 1.88
H -2.22 2.57 3.22
H -0.68 3.34 3.42
H -2.78 4.20 1.66
H -1.25 4.94 2.05
H -1.90 3.88 -0.57
H -0.33 4.16 -0.02
H -2.19 0.43 -0.07
H -2.57 1.67 -1.26
H -3.03 1.92 0.55
C -1.33 2.35 6.89
C -0.26 1.23 7.13
C -0.81 -0.13 6.46
C 0.33 -1.14 6.38
N 0.01 -2.60 5.93
C 1.32 -3.42 6.00
C 1.51 -4.04 7.39
C 0.07 -4.03 7.98
C -0.86 -3.18 7.03
C -0.87 -2.80 4.68
H -1.94 2.21 5.99
H -0.98 3.37 6.76
H -2.13 2.57 7.60
H -0.19 1.09 8.20
H 0.76 1.32 6.75
H -1.11 0.04 5.42
H -1.72 -0.52 6.91
H 0.85 -1.08 7.33
H 1.01 -0.86 5.58
H 1.19 -4.18 5.23
H 2.15 -2.77 5.71
H 1.89 -5.05 7.21
H 2.30 -3.60 8.00
H -0.33 -5.04 8.11
H 0.19 -3.69 9.01
H -1.41 -3.97 6.51
H -1.51 -2.51 7.59
H -1.05 -3.85 4.47
H -0.18 -2.41 3.92
H -1.78 -2.19 4.69
C 4.27 -10.23 2.03
C 2.99 -9.87 2.84
C 3.10 -8.39 3.32
C 3.44 -7.36 2.24
N 3.20 -5.80 2.65
C 3.86 -4.93 1.52
C 5.00 -4.24 2.21
C 5.34 -5.12 3.42
C 3.91 -5.43 3.99
C 1.64 -5.50 2.61
H 5.21 -9.77 2.32
H 4.14 -9.94 0.99
H 4.13 -11.30 1.87
H 2.98 -10.36 3.81
H 2.00 -10.03 2.41
H 3.75 -8.34 4.20
H 2.17 -8.05 3.77
H 2.91 -7.50 1.30
H 4.53 -7.28 2.19
H 3.11 -4.24 1.12
H 4.14 -5.67 0.77
H 4.71 -3.21 2.43
H 5.72 -4.03 1.42
H 5.95 -4.57 4.14
H 5.92 -6.00 3.13
H 3.37 -4.55 4.34
H 3.86 -6.17 4.78
H 1.10 -6.02 3.40
H 1.38 -5.66 1.56
H 1.44 -4.45 2.78
```

As for the expectation value of S²: 0.75. As for the net charge: +9. Its molecular weight is 1280.33 g mol⁻¹. The spin multiplicity is 2. For the LUMO energy (spin up / spin down), the calculation gives -15.61 / -16.03 eV. Its HOMO energy (spin up / spin down) is -18.683 / -23.782 eV. The value obtained for the energy above the lowest of the compared OMol25 structures with the same formula, charge and spin is 364.9 kJ/mol. The HOMO-LUMO gap (spin up / spin down) comes out at 3.0723 / 7.7471 eV.


What is the formula in the first record?
CH6N4S